ORCA calculation (wB97M-V/def2-TZVPD) on a cluster of 4 separate species, C40H76N5O in total.

LUMO level in Ha: -0.1607
Maximum force in eV/A: 2.2
Energy in a.u.: -1918.41921
Total charge: +1
2S+1: 1

Geometry as XYZ:
```
122
Properties=species:S:1:pos:R:3:mulliken_charge:R:1
C 6.65368 0.70995 1.31520 -1.562
C 6.08507 -0.37066 0.34169 1.178
C 5.44696 0.25251 -0.93846 -1.177
C 3.89225 0.17840 -0.94725 0.249
C 3.15997 1.53773 -0.81532 -1.321
C 2.43476 1.72772 0.51286 -0.105
C 3.34253 1.69110 1.74228 0.571
C 2.73632 2.32902 3.00107 -1.566
C 1.26913 1.95206 3.27752 -0.423
C 1.10830 0.70139 4.16632 -1.052
N 0.78724 -0.47686 3.29863 0.739
C -0.46159 -0.71880 2.99207 0.055
C -0.84371 -1.77082 2.15668 -1.199
C 0.21185 -2.53431 1.73065 -0.147
C 1.50158 -2.19818 2.15429 0.272
C 2.65738 -3.07364 1.72171 -0.004
C 3.28372 -3.60773 3.04000 0.221
O 2.52188 -4.17388 3.81292 -0.623
C 4.72361 -3.39513 3.36469 0.593
C 5.64800 -3.18337 2.37322 -0.193
C 6.95894 -3.00502 2.72763 -0.618
C 7.32698 -3.03799 4.03864 -0.617
C 6.38309 -3.24155 5.01349 -0.414
C 5.06911 -3.42924 4.69042 -0.846
N 1.83772 -1.17982 2.91385 -0.570
H 7.73737 0.59614 1.33054 0.363
H 6.31822 0.50524 2.33370 0.293
H 6.34932 1.71310 1.03264 0.392
H 5.34185 -0.92708 0.91281 -1.183
H 6.89593 -1.01177 0.00008 0.768
H 5.86704 -0.21550 -1.82774 0.369
H 5.74720 1.30133 -0.97138 0.438
H 3.52491 -0.52668 -0.19457 -0.600
H 3.63250 -0.25616 -1.91579 0.586
H 2.39383 1.56147 -1.59552 0.156
H 3.85539 2.34456 -1.05568 0.648
H 1.72832 0.88501 0.59517 -0.060
H 1.81646 2.63105 0.48210 0.517
H 3.67683 0.66540 1.91733 -0.248
H 4.23078 2.27508 1.49081 0.361
H 2.83337 3.41319 2.95544 0.426
H 3.32523 1.99037 3.85798 0.454
H 0.66140 1.81138 2.38146 0.268
H 0.81604 2.78777 3.81491 0.523
H 0.25615 0.83278 4.83003 0.331
H 1.99371 0.46652 4.74816 0.548
H -1.23401 -0.08217 3.40086 0.645
H -1.87107 -1.97683 1.90236 0.560
H 0.07565 -3.38735 1.08323 0.516
H 3.37598 -2.49783 1.13773 -0.555
H 2.31106 -3.91615 1.12642 0.658
H 5.31899 -3.15548 1.34425 0.640
H 7.68996 -2.85518 1.94250 0.413
H 8.35544 -2.89193 4.34050 0.418
H 6.66844 -3.26987 6.05738 0.405
H 4.32913 -3.60119 5.45679 0.487
C -6.41325 -2.44458 4.57230 -1.521
C -4.92085 -2.41035 4.86414 -0.153
N -4.60677 -2.26542 6.27233 0.098
C -3.21039 -1.96811 6.52021 -0.714
C -2.16821 -3.03332 6.15214 -0.948
C -5.20992 -3.24672 7.16189 -0.734
C -4.89930 -4.72817 6.91312 -0.944
H -6.91024 -1.55787 4.96680 0.344
H -6.57732 -2.47272 3.49411 0.437
H -6.89231 -3.32838 4.99378 0.316
H -4.50000 -1.54978 4.33122 0.325
H -4.45536 -3.30770 4.42376 0.232
H -3.08637 -1.70731 7.57446 0.338
H -2.96446 -1.04953 5.97145 0.398
H -2.15278 -3.85317 6.86681 0.301
H -1.16937 -2.58609 6.16324 0.388
H -2.33067 -3.44372 5.15362 0.202
H -6.29374 -3.11724 7.12327 0.398
H -4.94553 -2.99497 8.19151 0.355
H -4.93886 -4.99048 5.85478 0.239
H -5.63521 -5.34773 7.42819 0.375
H -3.92211 -5.01113 7.30188 0.281
C -2.85365 2.62213 -4.17134 -1.372
C -2.30461 1.56321 -3.22850 -0.439
N -1.38525 2.09080 -2.23433 0.273
C -0.66558 1.06083 -1.51598 -0.458
C -1.46919 0.11034 -0.61625 -0.568
C -1.88700 3.18836 -1.42452 -0.570
C -3.15484 2.94898 -0.59319 -0.995
H -2.04720 3.15845 -4.67083 0.304
H -3.46898 2.14850 -4.93764 0.373
H -3.48492 3.34598 -3.65389 0.364
H -1.76685 0.82824 -3.83460 0.419
H -3.15006 1.02729 -2.76923 0.231
H 0.11608 1.53177 -0.91714 -0.283
H -0.12996 0.45153 -2.25201 0.561
H -1.77799 0.59395 0.31287 0.077
H -0.84743 -0.74572 -0.34112 0.168
H -2.35484 -0.28127 -1.11713 0.373
H -2.07210 4.03861 -2.08432 0.411
H -1.08602 3.53050 -0.76248 0.262
H -3.92150 2.40875 -1.14972 0.260
H -3.58474 3.90711 -0.29577 0.384
H -2.94381 2.39987 0.32481 0.221
C -4.82859 2.41957 -9.75358 -1.506
C -3.72347 2.44616 -8.70854 -0.143
N -2.49431 1.81172 -9.14713 0.083
C -1.54276 1.60237 -8.07209 -0.744
C -0.94257 2.83711 -7.38757 -0.966
C -1.93639 2.30504 -10.39535 -0.730
C -1.58015 3.79494 -10.48501 -0.957
H -5.03993 1.39899 -10.07520 0.340
H -5.74352 2.83763 -9.33155 0.437
H -4.57720 3.01574 -10.63153 0.318
H -4.08842 1.90868 -7.82795 0.289
H -3.56348 3.48881 -8.39140 0.238
H -0.72620 0.97518 -8.44116 0.350
H -2.03784 0.99811 -7.30323 0.429
H -0.18690 3.31867 -8.00611 0.318
H -0.44765 2.53526 -6.46069 0.396
H -1.70170 3.57465 -7.12528 0.208
H -2.64482 2.07874 -11.19595 0.403
H -1.05228 1.71202 -10.64241 0.349
H -2.34876 4.43374 -10.04781 0.244
H -1.47507 4.08414 -11.53255 0.377
H -0.63076 4.01693 -9.99986 0.282
```